Entry 1:
This record from OMol25 describes 2 unconnected molecules or ions with the total composition C7H12OSi. The level of theory is ωB97M-V with the def2-TZVPD basis set.

* orbital gap: 7.912 eV
* net charge: 0
* ΔE to the lowest compared entry with this formula, charge and spin: 5.718 eV
* energy: -17373.33905 eV

Element x y z (Å)
C (1.520, 1.648, 1.248)
C (1.629, 2.039, 0.008)
C (2.675, -0.871, -0.081)
C (1.078, 0.671, 0.222)
C (-0.375, -1.542, 1.152)
C (0.115, -0.692, -2.059)
C (-2.039, 0.811, -0.208)
O (3.729, -0.428, 0.129)
Si (-0.484, -0.203, -0.224)
H (1.762, 1.958, 2.246)
H (2.130, 2.681, -0.687)
H (2.248, -1.747, -0.641)
H (-0.484, -0.980, 2.024)
H (-0.941, -2.505, 0.946)
H (0.671, -1.800, 1.241)
H (-0.710, -0.248, -2.783)
H (0.942, -0.039, -2.252)
H (0.457, -1.687, -2.315)
H (-2.784, 0.545, 0.476)
H (-1.782, 1.810, -0.125)
H (-2.615, 0.763, -1.181)

=====

Entry 2:
This record from OMol25 describes 2 unconnected molecules or ions with the total composition C3H2INS. The level of theory is ωB97M-V with the def2-TZVPD basis set.

* orbital gap (alpha / beta): 6.605 / 6.589 eV
* net charge: 0
* ΔE to the lowest compared entry with this formula, charge and spin: 2.674 eV
* energy: -23565.88508 eV

Element x y z (Å)
C (0.498, -0.107, -0.505)
C (0.227, -1.307, 0.183)
C (-0.271, 0.831, 0.092)
N (-0.644, -1.233, 1.164)
S (-1.229, 0.277, 1.361)
I (-0.432, 3.778, -0.938)
H (1.174, 0.024, -1.326)
H (0.677, -2.263, -0.030)

=====

Entry 3:
This record from OMol25 describes a molecular structure, C46H48NO5P3PdTe. The level of theory is ωB97M-V with the def2-TZVPD basis set.

* expectation value of S²: 2.0142
* orbital gap (alpha / beta): 6.810 / 6.396 eV
* net charge: 0
* spin multiplicity: 3
* energy: -98850.69093 eV

Element x y z (Å)
Pd (1.417, 0.435, 0.088)
N (0.998, -0.323, 4.524)
C (1.077, 0.267, 3.308)
O (0.143, 0.245, 2.521)
C (2.381, 0.962, 3.018)
C (2.982, 0.335, 1.770)
H (0.227, -0.945, 4.711)
H (1.833, -0.443, 5.071)
H (3.054, 0.879, 3.886)
H (2.190, 2.023, 2.826)
H (3.167, -0.736, 1.923)
H (3.920, 0.843, 1.520)
C (-5.022, -0.323, 2.092)
C (-4.610, -0.048, 0.632)
C (-5.861, 0.055, -0.254)
C (-3.731, -1.204, 0.195)
C (-4.269, -2.466, -0.025)
C (-3.466, -3.551, -0.325)
C (-2.092, -3.411, -0.332)
C (-1.520, -2.172, -0.083)
P (0.282, -1.945, 0.147)
C (0.406, -2.619, 1.844)
C (1.690, -2.884, 2.315)
C (1.900, -3.330, 3.605)
C (0.820, -3.517, 4.453)
C (-0.462, -3.255, 3.994)
C (-0.672, -2.802, 2.701)
C (0.775, -3.425, -0.828)
C (0.545, -3.370, -2.202)
C (0.870, -4.442, -3.010)
C (1.448, -5.580, -2.465)
C (1.677, -5.642, -1.103)
C (1.334, -4.576, -0.288)
C (-2.344, -1.063, 0.125)
O (-1.698, 0.123, 0.252)
C (-2.437, 1.244, 0.417)
C (-1.726, 2.444, 0.389)
C (-2.391, 3.648, 0.571)
C (-3.755, 3.658, 0.787)
C (-4.457, 2.466, 0.798)
C (-3.823, 1.246, 0.597)
P (0.079, 2.424, 0.065)
C (0.040, 3.145, -1.614)
C (-0.972, 2.759, -2.489)
C (-0.995, 3.237, -3.786)
C (-0.004, 4.095, -4.237)
C (1.031, 4.445, -3.388)
C (1.057, 3.969, -2.090)
C (0.435, 3.807, 1.223)
C (0.794, 5.108, 0.890)
C (0.952, 6.062, 1.882)
C (0.742, 5.744, 3.211)
C (0.353, 4.459, 3.549)
C (0.197, 3.502, 2.564)
H (-5.577, -1.256, 2.161)
H (-5.639, 0.487, 2.476)
H (-4.135, -0.402, 2.718)
H (-6.446, -0.861, -0.216)
H (-5.581, 0.241, -1.290)
H (-6.502, 0.867, 0.080)
H (-5.335, -2.610, 0.052)
H (-3.910, -4.518, -0.514)
H (-1.463, -4.269, -0.520)
H (2.531, -2.742, 1.647)
H (2.904, -3.527, 3.952)
H (0.976, -3.866, 5.463)
H (-1.308, -3.401, 4.649)
H (-1.677, -2.590, 2.365)
H (0.119, -2.474, -2.632)
H (0.675, -4.392, -4.072)
H (1.712, -6.416, -3.097)
H (2.115, -6.527, -0.661)
H (1.499, -4.662, 0.776)
H (-1.840, 4.576, 0.547)
H (-4.269, 4.594, 0.943)
H (-5.522, 2.492, 0.965)
H (-1.739, 2.071, -2.164)
H (-1.786, 2.932, -4.455)
H (-0.027, 4.474, -5.248)
H (1.829, 5.087, -3.732)
H (1.892, 4.222, -1.453)
H (0.923, 5.405, -0.138)
H (1.236, 7.069, 1.612)
H (0.872, 6.493, 3.979)
H (0.166, 4.209, 4.584)
H (-0.137, 2.507, 2.821)
C (4.411, -2.700, -0.651)
C (3.888, -1.961, -1.867)
O (2.577, -1.502, -1.584)
P (2.040, -0.171, -2.334)
O (0.562, -0.048, -2.301)
Te (3.404, 1.596, -1.450)
O (2.527, -0.594, -3.826)
C (1.986, 0.078, -4.940)
C (2.997, 1.069, -5.488)
H (5.441, -3.002, -0.809)
H (3.802, -3.580, -0.465)
H (4.368, -2.036, 0.208)
H (3.844, -2.613, -2.745)
H (4.538, -1.105, -2.102)
H (1.054, 0.579, -4.651)
H (1.750, -0.692, -5.684)
H (3.212, 1.830, -4.742)
H (2.618, 1.539, -6.390)
H (3.922, 0.544, -5.714)

=====

Question: Which value of net charge does entry 2 give?
Answer: 0

=====

Question: The highest energy belongs to which entry?
Answer: C7H12OSi

=====

Question: Which of these has the lowest energy?
Answer: C46H48NO5P3PdTe